No. 1
ORCA calculation (ωB97M-V/def2-TZVPD) on a structure of composition C4H8N3.

The geometry in XYZ format:
```
15
Properties=species:S:1:pos:R:3
C 0.010 0.347 -0.025
C 0.808 -1.769 0.032
C 2.000 0.584 0.003
C -2.496 0.321 -0.007
N 1.071 -0.553 -0.106
N -1.124 -0.193 0.011
N 0.855 1.472 -0.079
H -0.157 -2.144 -0.023
H 1.404 -2.666 0.000
H 2.644 0.404 0.858
H 2.819 0.510 -0.844
H -2.982 0.251 -1.053
H -3.009 -0.151 0.689
H -2.446 1.345 0.077
H 0.601 2.242 0.467
```

Total charge: +1
HOMO-LUMO gap (eV): 8.72
ΔE to the lowest compared entry with this formula, charge and spin (kJ/mol): 529.7

***

No. 2
ORCA calculation (ωB97M-V/def2-TZVPD) on a cluster of 2 separate species, C4H8N3 in total.

The geometry in XYZ format:
```
15
Properties=species:S:1:pos:R:3
C 2.345 0.322 0.083
C 3.049 0.849 0.896
C -0.925 -1.795 0.278
C -0.945 0.403 -0.573
N -0.651 -2.159 -0.901
N -0.857 -0.416 0.459
N -0.877 1.726 -0.526
H 1.627 -0.030 -0.708
H 3.744 1.255 1.673
H -1.185 -2.429 1.154
H -0.957 0.147 -1.612
H -0.476 -3.051 -1.186
H -0.812 -0.141 1.430
H -0.749 2.125 0.370
H -1.119 2.327 -1.280
```

Total charge: +1
HOMO-LUMO gap (eV): 9.43
ΔE to the lowest compared entry with this formula, charge and spin (kJ/mol): 432.3

***

No. 3
ORCA calculation (ωB97M-V/def2-TZVPD) on a structure of composition C4H8N3.

The geometry in XYZ format:
```
15
Properties=species:S:1:pos:R:3
C 1.065 -0.077 0.751
C 2.523 0.204 -0.607
C 1.689 -0.979 -0.077
C -3.646 -0.245 0.104
N -1.428 0.586 -0.169
N -2.524 0.177 -0.134
N 1.782 1.031 0.323
H -0.507 -0.050 -0.372
H 0.400 0.130 1.602
H 3.488 -0.088 -0.447
H 2.354 0.296 -1.729
H -4.477 0.094 -0.480
H -3.830 -0.908 0.952
H 1.782 -2.078 -0.041
H 1.329 1.907 0.325
```

Total charge: +1
HOMO-LUMO gap (spin up / spin down) (eV): 6.25 / 6.25
ΔE to the lowest compared entry with this formula, charge and spin (kJ/mol): 755.3

***

No. 4
ORCA calculation (ωB97M-V/def2-TZVPD) on the ion C4H8N3 with charge +1.

The geometry in XYZ format:
```
15
Properties=species:S:1:pos:R:3
C 0.222 -0.046 -0.144
C 1.209 -0.376 0.973
C -1.003 2.000 0.182
C 1.637 -0.448 -0.428
N -0.159 1.299 -0.307
N -0.910 -0.843 -0.507
N -0.910 -2.022 -0.990
H 1.046 -1.229 1.727
H 1.471 0.583 1.412
H -1.101 3.138 -0.091
H -1.691 1.873 1.057
H 1.774 -1.510 -0.934
H 2.310 0.266 -0.769
H -1.704 -0.316 -0.627
H -1.737 -2.496 -1.231
```

Total charge: +1
Structure (SMILES): [H]/N=[NH+]/C1(N=C)CC1
HOMO-LUMO gap (spin up / spin down) (eV): 7.00 / 7.01
ΔE to the lowest compared entry with this formula, charge and spin (kJ/mol): 649.4

***

No. 5
ORCA calculation (ωB97M-V/def2-TZVPD) on the ion C4H8N3O with charge +1.

The geometry in XYZ format:
```
16
Properties=species:S:1:pos:R:3
C 1.742 -0.423 0.318
C 1.300 -0.053 -0.909
C -1.120 0.746 -0.683
C 0.850 -0.994 1.322
N -0.048 0.090 -1.319
N -0.459 -0.935 1.254
N -0.790 1.547 0.314
O -2.389 0.637 -1.057
H 2.838 -0.293 0.555
H 2.082 0.127 -1.624
H 1.415 -1.739 2.030
H -0.346 -0.483 -2.077
H -0.888 -1.636 1.833
H 0.102 1.483 0.677
H -1.521 1.938 0.960
H -2.767 -0.012 -1.595
```

Total charge: +1
Structure (SMILES): [H]/N=C/C=C\NC(=[NH2+])O
HOMO-LUMO gap (eV): 9.95
ΔE to the lowest compared entry with this formula, charge and spin (kJ/mol): 254.2

***

No. 6
ORCA calculation (ωB97M-V/def2-TZVPD) on a structure of composition C4H8N3O.

The geometry in XYZ format:
```
16
Properties=species:S:1:pos:R:3
C 1.689 0.172 0.112
C -1.372 0.807 0.167
C -0.145 0.547 -0.818
C 0.469 -0.656 -0.154
N 0.985 1.245 -0.353
N 0.289 -1.952 -0.481
N -0.743 -0.111 1.165
O 2.757 0.032 0.620
H -1.550 1.849 0.421
H -2.354 0.385 -0.229
H -0.164 0.622 -1.941
H 0.940 2.253 -0.454
H 1.126 -2.566 -0.603
H -0.528 -2.175 -0.978
H -0.235 0.484 1.915
H -1.165 -0.937 1.610
```

Expectation value of S²: 2.0141
Total charge: +1
HOMO-LUMO gap (spin up / spin down) (eV): 7.37 / 6.05
ΔE to the lowest compared entry with this formula, charge and spin (kJ/mol): 201.0
2S+1: 3

***

> Look up the total charge of the third one.

+1